1.
Computed, not measured: a 4-piece molecular cluster, C36H41I2N4O14P2 overall in a non-equilibrium geometry, with the ωB97M-V functional and the def2-TZVPD basis.

The gap between HOMO and LUMO comes out at 0.176 hartree. For the calculated total energy, the calculation gives -3946.57960 Eh. The largest force on an atom comes out at 3.77 eV Å⁻¹.

```
! RIJCOSX wB97M-V def2-TZVPD def2/J DEFGRID3
* xyz -1 1
C -2.24 -5.45 0.10
C -0.97 -5.42 -0.79
C -0.53 -6.89 -0.99
C -1.24 -4.78 -2.19
C -0.41 -3.46 -2.40
C -1.41 -2.35 -2.78
C 0.59 -3.71 -3.54
O 1.69 -2.83 -3.60
C 2.56 -2.96 -2.48
P 2.26 -1.60 -1.19
O 3.71 -1.13 -0.55
I 1.52 0.38 -2.50
C 3.95 -2.57 -3.09
O 4.92 -3.14 -2.21
C 4.38 -4.20 -1.44
C 4.19 -3.93 0.11
O 5.14 -3.44 0.77
O 3.09 -4.23 0.62
P 5.48 -5.71 -1.49
O 4.90 -6.61 -0.25
I 7.72 -4.99 -0.74
C 2.97 -4.35 -2.01
H -2.99 -4.71 -0.20
H -2.73 -6.43 0.04
H -1.99 -5.32 1.14
H -0.20 -4.90 -0.21
H 0.22 -7.00 -1.77
H -1.41 -7.50 -1.24
H -0.15 -7.30 -0.05
H -0.99 -5.51 -2.96
H -2.30 -4.49 -2.20
H 0.06 -3.24 -1.43
H -2.34 -2.41 -2.20
H -1.69 -2.50 -3.83
H -1.01 -1.34 -2.66
H 0.88 -4.77 -3.55
H 0.04 -3.56 -4.48
H 4.12 -0.54 -1.21
H 4.15 -3.03 -4.06
H 4.14 -1.49 -3.15
H 5.23 -6.28 0.60
H 3.14 -4.88 -2.97
H 2.25 -5.00 -1.52
C 4.45 0.23 2.70
C 3.58 0.80 1.77
C 3.43 2.18 1.73
C 4.14 2.96 2.62
C 5.00 2.40 3.56
C 5.15 1.03 3.59
N 4.00 4.42 2.57
O 3.22 4.89 1.76
O 4.66 5.09 3.34
H 4.57 -0.85 2.72
H 3.04 0.18 1.09
H 2.76 2.62 1.01
H 5.55 3.02 4.25
H 5.82 0.58 4.31
C -2.51 6.46 -2.97
C -1.42 6.10 -3.75
C -0.76 4.91 -3.51
C -1.20 4.09 -2.49
C -2.28 4.44 -1.70
C -2.94 5.63 -1.94
N -0.51 2.82 -2.24
O 0.45 2.56 -2.95
O -0.94 2.11 -1.36
H -3.03 7.39 -3.17
H -1.09 6.75 -4.55
H 0.09 4.63 -4.12
H -2.62 3.79 -0.90
H -3.79 5.92 -1.34
C -3.42 -4.94 7.55
C -2.15 -4.61 7.11
C -1.75 -4.96 5.83
C -2.63 -5.64 5.01
C -3.90 -5.99 5.44
C -4.30 -5.64 6.72
N -2.21 -5.99 3.64
O -1.09 -5.69 3.31
O -3.02 -6.56 2.93
H -3.74 -4.66 8.55
H -1.48 -4.07 7.75
H -0.76 -4.70 5.48
H -4.58 -6.52 4.79
H -5.29 -5.90 7.07
C -3.02 12.68 -0.74
C -3.66 12.23 0.40
C -4.34 11.02 0.39
C -4.36 10.28 -0.77
C -3.73 10.71 -1.92
C -3.06 11.92 -1.91
N -5.06 8.98 -0.78
O -5.62 8.64 0.24
O -5.03 8.33 -1.81
H -2.48 13.62 -0.73
H -3.63 12.82 1.31
H -4.84 10.68 1.28
H -3.76 10.12 -2.83
H -2.56 12.27 -2.80
*
```


2.
Computed, not measured: C36H41N4O3SSn as an isolated structure in a non-equilibrium geometry, with the ωB97M-V functional and the def2-TZVPD basis.

The gap between HOMO and LUMO comes out at 0.209 hartree. For the calculated total energy, the calculation gives -2453.43948 Eh. The largest force on an atom comes out at 2.61 eV Å⁻¹.

```
! RIJCOSX wB97M-V def2-TZVPD def2/J DEFGRID3
* xyz 1 1
Sn 0.31 -0.09 -0.05
C 0.82 3.65 -3.17
C 1.54 2.34 -3.53
C 2.62 2.58 -4.59
C 0.53 1.31 -3.98
C -0.26 1.58 -5.09
C -1.26 0.71 -5.49
C -1.54 -0.42 -4.75
C -0.79 -0.74 -3.63
C -1.08 -2.00 -2.84
C -0.60 -3.23 -3.61
C -2.56 -2.11 -2.49
C 0.31 0.09 -3.29
N 1.19 -0.33 -2.29
C 2.55 -0.27 -2.47
O 3.07 -0.44 -3.55
C 3.38 -0.08 -1.25
C 4.74 0.20 -1.32
C 5.42 0.43 -0.13
C 4.73 0.34 1.08
C 3.38 0.05 1.03
N 2.74 -0.14 -0.11
C 2.53 -0.03 2.25
O 3.02 0.05 3.36
N 1.20 -0.27 2.03
C 0.24 -0.19 3.07
C -0.37 -1.37 3.52
C -1.27 -1.29 4.57
C -1.56 -0.08 5.16
C -0.96 1.08 4.72
C -0.07 1.06 3.65
C 0.58 2.35 3.19
C 1.56 2.86 4.25
C -0.47 3.43 2.87
C 0.01 -2.72 2.93
C -1.19 -3.62 2.67
C 1.01 -3.42 3.86
H 1.54 4.38 -2.80
H 0.07 3.48 -2.39
H 0.32 4.07 -4.04
H 2.04 1.99 -2.62
H 2.19 3.03 -5.49
H 3.10 1.65 -4.86
H 3.38 3.26 -4.20
H -0.09 2.49 -5.65
H -1.85 0.94 -6.37
H -2.34 -1.07 -5.06
H -0.51 -1.96 -1.91
H -1.11 -3.30 -4.57
H -0.82 -4.14 -3.03
H 0.47 -3.19 -3.79
H -3.17 -2.34 -3.37
H -2.94 -1.19 -2.05
H -2.71 -2.92 -1.77
H 5.21 0.26 -2.29
H 6.47 0.68 -0.14
H 5.20 0.50 2.03
H -1.75 -2.19 4.94
H -2.26 -0.04 5.99
H -1.19 2.02 5.21
H 1.14 2.16 2.27
H 1.03 3.10 5.17
H 2.05 3.77 3.90
H 2.32 2.12 4.47
H -1.00 3.73 3.78
H -1.19 3.08 2.14
H 0.03 4.32 2.47
H 0.51 -2.53 1.98
H -1.56 -4.08 3.59
H -0.91 -4.42 1.98
H -2.00 -3.06 2.21
H 0.56 -3.59 4.84
H 1.91 -2.82 3.99
H 1.30 -4.39 3.44
O -1.45 -1.32 0.46
N -2.69 -0.86 0.46
C -3.68 -1.75 0.69
C -4.99 -1.36 0.71
C -5.30 -0.02 0.46
C -4.28 0.87 0.23
C -2.95 0.44 0.23
S -1.66 1.54 -0.09
H -3.36 -2.77 0.84
H -5.76 -2.09 0.92
H -6.33 0.31 0.45
H -4.48 1.92 0.05
*
```


3.
Computed, not measured: C36H43ClIN3OP2SeV as an isolated structure in a non-equilibrium geometry, with the ωB97M-V functional and the def2-TZVPD basis.

The gap between HOMO and LUMO (spin up / spin down) comes out at 0.220 / 0.196 hartree. For the calculated total energy, the calculation gives -6423.21304 Eh. Its energy above the lowest of the compared OMol25 structures with the same formula, charge and spin is 15.38 kcal per mole. The largest force on an atom comes out at 1.69 eV Å⁻¹.

```
! RIJCOSX wB97M-V def2-TZVPD def2/J DEFGRID3
* xyz 0 2
V -0.83 -0.21 0.03
C -1.33 0.92 3.50
P -0.56 -0.32 2.40
C 1.23 -0.06 2.83
N 1.57 0.20 4.06
C 2.90 0.21 4.35
C 3.32 0.45 5.69
C 4.65 0.42 5.99
C 5.62 0.16 4.98
C 5.24 -0.07 3.70
C 3.86 -0.06 3.36
N 3.49 -0.27 2.07
C 2.21 -0.24 1.80
P 1.63 -0.42 0.05
C 2.76 -1.72 -0.55
C 2.24 1.15 -0.78
C 3.66 1.60 -0.40
C 2.18 0.95 -2.30
C 1.21 2.21 -0.38
C -0.92 -1.95 3.26
C -0.31 -2.08 4.66
C -0.37 -3.07 2.37
C -2.45 -2.08 3.40
H -0.95 0.84 4.52
H -2.42 0.79 3.49
H -1.10 1.91 3.12
H 2.56 0.63 6.44
H 4.97 0.59 7.01
H 6.67 0.16 5.25
H 5.96 -0.27 2.91
H 3.75 -1.51 -0.16
H 2.75 -1.75 -1.63
H 2.41 -2.68 -0.17
H 4.41 0.93 -0.84
H 3.82 1.63 0.67
H 3.82 2.60 -0.80
H 2.96 0.27 -2.65
H 2.33 1.91 -2.80
H 1.22 0.55 -2.62
H 1.12 2.31 0.70
H 0.23 1.96 -0.81
H 1.49 3.19 -0.79
H 0.78 -2.16 4.62
H -0.70 -2.99 5.12
H -0.56 -1.24 5.30
H 0.71 -2.95 2.22
H -0.85 -3.09 1.40
H -0.53 -4.04 2.86
H -2.84 -1.35 4.11
H -2.69 -3.08 3.77
H -2.96 -1.96 2.45
Cl -7.53 1.02 0.12
C -5.96 0.26 0.10
C -5.87 -1.10 0.02
C -4.63 -1.75 0.03
I -4.51 -3.83 0.03
C -3.44 -1.04 0.10
O -2.25 -1.56 0.21
C -3.56 0.39 0.14
N -2.36 1.06 0.24
C -2.39 2.37 0.41
C -3.59 3.10 0.45
C -4.78 2.46 0.32
C -4.80 1.05 0.18
H -6.78 -1.68 -0.05
H -1.44 2.87 0.53
H -3.54 4.17 0.57
H -5.72 3.01 0.35
C 0.37 0.97 -8.01
C 0.09 0.55 -6.58
C -0.89 1.17 -5.83
C -1.19 0.77 -4.53
C -2.27 1.49 -3.77
C -0.48 -0.31 -3.96
Se -1.08 -1.00 -2.27
C 0.54 -0.93 -4.70
C 1.37 -2.07 -4.16
C 0.80 -0.49 -5.99
H -0.27 1.79 -8.31
H 0.20 0.14 -8.70
H 1.41 1.29 -8.13
H -1.45 1.99 -6.26
H -2.59 2.38 -4.31
H -1.93 1.78 -2.78
H -3.14 0.84 -3.62
H 1.09 -2.31 -3.14
H 2.43 -1.82 -4.19
H 1.23 -2.97 -4.76
H 1.59 -0.98 -6.56
*
```